Record 1
Here is the ion C6H13N with charge +1 in a non-equilibrium geometry from OMol25. Energies are from ωB97M-V with the def2-TZVPD basis set.

Computed properties:
* E_HOMO (spin up / spin down): -13.1109 / -13.0377 eV
* charge: +1
* orbital gap (spin up / spin down): 10.0 / 5.2 eV
* energy relative to the best compared isomer or geometry (same formula, charge and spin): 39.0 kcal/mol
* spin multiplicity: 2
* calculated total energy: -290.81648 Ha

CARTESIAN COORDINATES (ANGSTROEM)
C -0.126 0.201 -0.662
C -1.029 -1.039 -0.543
C -2.476 -0.606 -0.417
C -2.947 -0.076 0.703
C 1.420 -0.232 -0.671
N 2.044 0.047 0.570
C 2.500 1.385 0.936
H -0.275 0.801 0.233
H -0.304 0.791 -1.555
H -0.811 -1.761 -1.324
H -0.767 -1.497 0.414
H -3.123 -0.783 -1.268
H -2.285 0.101 1.538
H -4.002 0.130 0.750
H 1.467 -1.303 -0.835
H 1.900 0.324 -1.484
H 2.665 -0.692 0.899
H 1.622 2.039 0.979
H 3.181 1.757 0.174
H 2.966 1.316 1.913

Calculated atomic charges, method Mulliken, unit e: number 1, C, carries -0.343; number 2, C, carries -0.802; number 3, C, carries -0.209; number 4, C, carries -0.752; number 5, C, carries -0.551; number 6, N, carries 0.002; number 7, C, carries -0.730; number 8, H, carries 0.291; number 9, H, carries 0.330; number 10, H, carries 0.455; number 11, H, carries 0.371; number 12, H, carries 0.339; number 13, H, carries 0.241; number 14, H, carries 0.288; number 15, H, carries 0.484; number 16, H, carries 0.250; number 17, H, carries 0.346; number 18, H, carries 0.295; number 19, H, carries 0.341; number 20, H, carries 0.353

---

Record 2
Here is the ion C6H13N2 with charge +1 in a non-equilibrium geometry from OMol25. Energies are from ωB97M-V with the def2-TZVPD basis set.

Computed properties:
* E_HOMO: -13.9207 eV
* charge: +1
* orbital gap: 9.9 eV
* SMILES string: C=C(C)/C=[NH+]\CCN
* energy relative to the best compared isomer or geometry (same formula, charge and spin): 54.2 kcal/mol
* calculated total energy: -345.60962 Ha

CARTESIAN COORDINATES (ANGSTROEM)
C 1.828 1.474 -0.480
C 1.836 0.198 -0.246
C 2.911 -0.628 0.453
C 0.798 -0.645 -0.753
N -0.406 -0.585 -0.412
C -0.940 0.053 0.779
C -2.512 0.420 0.516
N -2.912 -0.446 -0.592
H 2.597 2.203 -0.290
H 0.979 1.920 -0.831
H 3.771 -0.926 -0.175
H 2.303 -1.346 0.945
H 3.518 0.007 1.151
H 1.030 -1.472 -1.521
H -1.110 -1.276 -0.804
H -0.392 0.935 1.116
H -0.887 -0.854 1.533
H -3.115 0.260 1.407
H -2.498 1.404 0.150
H -3.889 -0.741 -0.402
H -2.910 0.046 -1.543

Calculated atomic charges, method Mulliken, unit e: number 1, C, carries -1.021; number 2, C, carries 0.500; number 3, C, carries -1.225; number 4, C, carries -0.094; number 5, N, carries 0.002; number 6, C, carries -0.530; number 7, C, carries -0.550; number 8, N, carries -0.620; number 9, H, carries 0.344; number 10, H, carries 0.371; number 11, H, carries 0.318; number 12, H, carries 0.405; number 13, H, carries 0.341; number 14, H, carries 0.385; number 15, H, carries 0.465; number 16, H, carries 0.399; number 17, H, carries 0.294; number 18, H, carries 0.404; number 19, H, carries 0.319; number 20, H, carries 0.242; number 21, H, carries 0.251

---

Record 3
Here is a structure of composition C6H13N2 in a non-equilibrium geometry from OMol25. Energies are from ωB97M-V with the def2-TZVPD basis set.

Computed properties:
* E_HOMO: -11.3905 eV
* charge: +1
* orbital gap: 7.8 eV
* energy relative to the best compared isomer or geometry (same formula, charge and spin): 102.2 kcal/mol
* calculated total energy: -345.53310 Ha

CARTESIAN COORDINATES (ANGSTROEM)
C 0.070 -1.159 -1.150
C 1.479 0.947 -1.228
C -0.161 0.160 0.405
C 1.806 2.107 -0.388
C -1.143 1.107 1.060
C -0.728 -2.468 0.824
N 0.457 0.187 -0.839
N -0.828 -1.228 0.074
H -0.461 -1.397 -2.161
H 0.917 -1.730 -1.074
H 1.892 0.768 -2.193
H 1.192 1.977 0.508
H 1.763 3.117 -0.946
H 2.921 2.091 -0.125
H -0.845 1.327 2.042
H -2.163 0.788 1.044
H -1.105 2.081 0.489
H -0.164 -3.271 0.336
H -0.241 -2.226 1.729
H -1.738 -2.817 1.055
H -1.849 -1.025 -0.256

Calculated atomic charges, method Mulliken, unit e: number 1, C, carries -0.646; number 2, C, carries 0.192; number 3, C, carries -0.400; number 4, C, carries -0.948; number 5, C, carries -1.227; number 6, C, carries -0.871; number 7, N, carries 0.190; number 8, N, carries 0.058; number 9, H, carries 0.297; number 10, H, carries 0.452; number 11, H, carries 0.453; number 12, H, carries 0.252; number 13, H, carries 0.283; number 14, H, carries 0.310; number 15, H, carries 0.347; number 16, H, carries 0.397; number 17, H, carries 0.350; number 18, H, carries 0.333; number 19, H, carries 0.321; number 20, H, carries 0.360; number 21, H, carries 0.496

---

Record 4
Here is the ion C6H13N2O3 with charge +1 in a non-equilibrium geometry from OMol25. Energies are from ωB97M-V with the def2-TZVPD basis set.

Computed properties:
* E_HOMO: -14.6383 eV
* charge: +1
* orbital gap: 11.7 eV
* SMILES string: CO[N@@+]1(OCCO)C=NCC1
* energy relative to the best compared isomer or geometry (same formula, charge and spin): 136.3 kcal/mol
* calculated total energy: -571.16300 Ha

CARTESIAN COORDINATES (ANGSTROEM)
C 1.547 -2.432 0.498
O 1.905 -1.319 -0.312
N 0.939 -0.277 -0.294
O 0.751 0.155 1.025
C -0.106 1.349 1.353
C -1.509 1.103 1.659
O -2.243 0.782 0.528
C 1.469 0.811 -1.234
N 0.753 1.200 -2.092
C -0.532 0.477 -2.083
C -0.354 -0.698 -1.035
H 0.502 -2.886 0.584
H 2.060 -2.242 1.542
H 2.313 -3.168 0.052
H 0.298 1.582 2.366
H 0.247 2.143 0.644
H -2.000 2.120 1.985
H -1.705 0.200 2.231
H -3.065 1.159 0.516
H 2.346 1.351 -0.884
H -0.683 -0.146 -2.993
H -1.457 1.206 -1.963
H -1.315 -0.911 -0.453
H -0.160 -1.557 -1.642

Calculated atomic charges, method Mulliken, unit e: number 1, C, carries -0.638; number 2, O, carries -0.370; number 3, N, carries 0.750; number 4, O, carries -0.350; number 5, C, carries -0.304; number 6, C, carries -0.428; number 7, O, carries -0.444; number 8, C, carries -0.456; number 9, N, carries -0.234; number 10, C, carries -0.188; number 11, C, carries -0.699; number 12, H, carries 0.328; number 13, H, carries 0.282; number 14, H, carries 0.296; number 15, H, carries 0.319; number 16, H, carries 0.373; number 17, H, carries 0.351; number 18, H, carries 0.267; number 19, H, carries 0.280; number 20, H, carries 0.476; number 21, H, carries 0.326; number 22, H, carries 0.253; number 23, H, carries 0.339; number 24, H, carries 0.470

---

Record 5
Here is a structure of composition C6H13N2O4P in a non-equilibrium geometry from OMol25. Energies are from ωB97M-V with the def2-TZVPD basis set.

Computed properties:
* E_HOMO: -9.3401 eV
* orbital gap: 10.0 eV
* energy relative to the best compared isomer or geometry (same formula, charge and spin): 121.3 kcal/mol
* calculated total energy: -988.10595 Ha

CARTESIAN COORDINATES (ANGSTROEM)
C -1.504 2.840 1.109
C -1.511 2.991 -1.337
C 1.342 -2.679 -0.337
C 1.748 -0.304 0.552
C -1.045 2.227 -0.152
C 0.748 -1.422 0.351
N -1.817 3.492 2.014
N -1.513 -0.204 0.220
O -1.984 -2.732 0.736
O -3.947 -1.129 0.286
O -1.796 0.904 -0.409
O -0.126 -0.855 -0.644
P -2.509 -1.588 -0.392
H -1.366 2.539 -2.396
H -2.657 3.082 -1.228
H -1.191 4.047 -1.324
H 0.458 -3.290 -0.682
H 1.945 -2.435 -1.241
H 2.023 -3.176 0.358
H 1.198 0.374 1.314
H 1.857 0.355 -0.307
H 2.695 -0.642 0.925
H 0.048 2.139 -0.141
H 0.099 -1.549 1.264
H -2.451 -3.502 0.387
H -3.936 -1.251 1.221

Calculated atomic charges, method Mulliken, unit e: number 1, C, carries 0.109; number 2, C, carries -1.343; number 3, C, carries -1.343; number 4, C, carries -1.220; number 5, C, carries 0.830; number 6, C, carries 0.808; number 7, N, carries -0.437; number 8, N, carries -0.167; number 9, O, carries -0.416; number 10, O, carries -0.519; number 11, O, carries -0.017; number 12, O, carries -0.507; number 13, P, carries 0.306; number 14, H, carries 0.314; number 15, H, carries 0.304; number 16, H, carries 0.411; number 17, H, carries 0.268; number 18, H, carries 0.313; number 19, H, carries 0.395; number 20, H, carries 0.205; number 21, H, carries 0.209; number 22, H, carries 0.432; number 23, H, carries 0.118; number 24, H, carries 0.310; number 25, H, carries 0.318; number 26, H, carries 0.318

---

Please write out number 3 again, unchanged.
Here is a structure of composition C6H13N2 in a non-equilibrium geometry from OMol25. Energies are from ωB97M-V with the def2-TZVPD basis set.

Computed properties:
* E_HOMO: -11.3905 eV
* charge: +1
* orbital gap: 7.8 eV
* energy relative to the best compared isomer or geometry (same formula, charge and spin): 102.2 kcal/mol
* calculated total energy: -345.53310 Ha

CARTESIAN COORDINATES (ANGSTROEM)
C 0.070 -1.159 -1.150
C 1.479 0.947 -1.228
C -0.161 0.160 0.405
C 1.806 2.107 -0.388
C -1.143 1.107 1.060
C -0.728 -2.468 0.824
N 0.457 0.187 -0.839
N -0.828 -1.228 0.074
H -0.461 -1.397 -2.161
H 0.917 -1.730 -1.074
H 1.892 0.768 -2.193
H 1.192 1.977 0.508
H 1.763 3.117 -0.946
H 2.921 2.091 -0.125
H -0.845 1.327 2.042
H -2.163 0.788 1.044
H -1.105 2.081 0.489
H -0.164 -3.271 0.336
H -0.241 -2.226 1.729
H -1.738 -2.817 1.055
H -1.849 -1.025 -0.256

Calculated atomic charges, method Mulliken, unit e: number 1, C, carries -0.646; number 2, C, carries 0.192; number 3, C, carries -0.400; number 4, C, carries -0.948; number 5, C, carries -1.227; number 6, C, carries -0.871; number 7, N, carries 0.190; number 8, N, carries 0.058; number 9, H, carries 0.297; number 10, H, carries 0.452; number 11, H, carries 0.453; number 12, H, carries 0.252; number 13, H, carries 0.283; number 14, H, carries 0.310; number 15, H, carries 0.347; number 16, H, carries 0.397; number 17, H, carries 0.350; number 18, H, carries 0.333; number 19, H, carries 0.321; number 20, H, carries 0.360; number 21, H, carries 0.496

---

Question: Which value of energy relative to the best compared isomer or geometry (same formula, charge and spin) does entry 5 give?
Answer: 121.3 kcal/mol